No. 1
Formula: C6H16
Source: the Open Molecules 2025 dataset
Level of theory: ωB97M-V/def2-TZVPD

Each line ends with the Mulliken charge.
Positions of all 22 atoms, in Å:
H (-1.825, 1.540, -2.644)  0.59
H (2.518, -2.373, -0.891)  0.51
H (2.132, -3.220, 1.646)  0.33
H (-0.222, 1.838, -0.152)  0.50
H (3.235, -1.399, 0.401)  0.35
C (-1.106, 2.182, -0.691)  -0.45
H (-0.567, 0.552, -2.007)  0.24
H (0.235, -1.829, -0.097)  0.58
C (2.374, -1.485, -0.265)  -2.24
H (2.351, -0.616, -0.927)  0.92
H (-1.868, 3.144, 1.118)  0.57
H (0.385, -3.125, 1.990)  0.66
H (-2.158, 0.347, -1.326)  0.48
H (1.494, -1.906, 2.639)  0.51
H (-2.620, 1.581, 0.756)  0.49
H (0.843, -0.653, 0.983)  0.09
C (1.282, -2.533, 1.773)  -1.66
C (1.092, -1.620, 0.542)  -0.61
C (-1.466, 1.096, -1.714)  -1.70
C (-2.212, 2.497, 0.308)  -1.95
H (-0.813, 3.087, -1.211)  0.35
H (-3.084, 2.895, -0.231)  0.44

Atoms 1-6, force components in eV/Å:
-0.5 -0.1 0.1
0.1 0.0 0.1
-0.3 0.1 0.0
0.1 0.1 0.1
0.0 0.1 0.0
0.0 -0.6 0.3

Results
Gap between HOMO and LUMO (alpha / beta) in eV: 2.70 / 11.69
Relative energy (zero: lowest compared OMol25 entry of this formula, charge and spin) in eV: 0.129
Highest occupied orbital energy (alpha / beta) in eV: 1.483 / -7.522
Spin multiplicity: 2
Net charge: -1

=====

No. 2
Formula: C6H16
Source: the Open Molecules 2025 dataset
Level of theory: ωB97M-V/def2-TZVPD

Each line ends with the Mulliken charge.
Positions of all 22 atoms, in Å:
H (0.086, 3.224, -1.628)  0.38
H (-1.213, 3.040, -0.488)  0.36
H (-0.491, 0.377, -1.980)  0.32
C (-0.698, 0.459, -0.908)  -1.07
C (-1.061, -2.884, 1.396)  -0.83
C (1.648, 1.076, -0.123)  -1.35
H (2.219, 0.941, -1.053)  0.31
C (-0.133, 2.953, -0.602)  -1.53
H (-0.200, -3.290, -0.546)  0.29
C (0.227, 1.481, -0.231)  1.10
H (-1.826, -2.118, 1.332)  0.28
C (0.053, -2.732, 0.352)  -0.30
H (-1.737, 0.791, -0.845)  0.37
H (-1.393, -3.912, 1.338)  0.29
H (2.337, 1.628, 0.521)  0.38
H (-0.099, 1.558, 0.826)  0.04
H (-0.550, -0.524, -0.494)  -0.04
H (0.938, -3.157, 0.824)  0.33
H (0.388, 3.609, 0.087)  0.37
H (1.687, 0.090, 0.364)  0.26
H (-0.647, -2.736, 2.406)  0.26
H (0.244, -1.694, 0.171)  -0.24

Atoms 1-6, force components in eV/Å:
0.3 0.1 -0.3
0.0 0.3 0.2
0.2 0.1 0.0
0.5 0.8 -0.6
0.9 0.2 0.5
1.9 -1.3 -0.2

Results
Gap between HOMO and LUMO in eV: 11.71
Relative energy (zero: lowest compared OMol25 entry of this formula, charge and spin) in eV: 0.783
Highest occupied orbital energy in eV: -10.647

=====

No. 3
Formula: C6H16
Source: the Open Molecules 2025 dataset
Level of theory: ωB97M-V/def2-TZVPD

Each line ends with the Mulliken charge.
Positions of all 22 atoms, in Å:
C (-0.448, -2.335, -2.442)  -0.79
H (-1.834, -2.937, -0.924)  0.37
H (-0.867, 0.657, 1.477)  0.09
C (0.188, 1.109, 1.151)  1.23
H (-2.206, -1.494, -1.781)  0.29
H (0.819, 0.604, 3.178)  0.31
H (0.305, -1.598, -2.628)  0.27
H (0.816, 3.066, 0.542)  0.28
H (0.970, -0.252, -0.030)  0.70
H (1.861, -0.207, 1.982)  0.34
H (-0.044, 3.049, 2.177)  0.34
C (-1.458, -1.998, -1.261)  -0.83
H (-0.947, 3.053, 0.715)  0.38
C (-0.059, 2.629, 1.131)  -1.42
H (2.076, 1.423, 2.391)  0.33
H (-0.990, -1.564, -0.357)  0.16
C (0.456, 0.522, -0.204)  -1.72
H (-1.024, -2.643, -3.315)  0.33
H (0.293, -3.298, -2.167)  0.21
H (1.230, 1.202, -0.823)  0.28
H (-0.384, 0.307, -0.958)  0.23
C (1.247, 0.706, 2.146)  -1.38

Atoms 1-6, force components in eV/Å:
1.5 -3.1 2.3
-0.6 -0.7 0.2
2.2 0.6 -0.3
-3.7 0.0 0.2
-1.5 1.5 0.1
0.1 -0.2 -0.9

Results
Gap between HOMO and LUMO in eV: 11.65
Relative energy (zero: lowest compared OMol25 entry of this formula, charge and spin) in eV: 2.218
Highest occupied orbital energy in eV: -10.568

=====

No. 4
Formula: C6H16
Source: the Open Molecules 2025 dataset
Level of theory: ωB97M-V/def2-TZVPD

Each line ends with the Mulliken charge.
Positions of all 22 atoms, in Å:
H (-0.752, 3.362, -0.638)  0.38
C (-1.018, 2.756, 0.229)  -1.37
C (1.339, -2.622, 0.446)  -0.66
H (-2.079, 2.943, 0.401)  0.32
H (-1.355, 0.808, 1.983)  0.33
C (-1.009, 0.893, -1.466)  -1.50
H (0.584, -2.617, -0.335)  0.23
H (3.472, -1.992, 0.597)  0.30
H (0.259, 0.875, 0.213)  0.16
H (-1.200, -0.179, -1.581)  0.37
H (-1.386, -0.557, 1.049)  0.34
H (3.084, -2.892, -0.923)  0.32
H (2.520, -1.275, -0.661)  0.24
H (-0.275, 1.258, -2.179)  0.36
C (-1.650, 0.501, 0.975)  -1.39
H (1.544, -3.578, 0.928)  0.34
H (1.066, -1.857, 1.171)  0.16
H (-1.978, 1.281, -1.822)  0.37
H (-0.493, 3.104, 1.120)  0.38
C (2.718, -2.228, -0.147)  -0.93
C (-0.726, 1.287, -0.022)  0.82
H (-2.664, 0.730, 0.662)  0.42

Atoms 1-6, force components in eV/Å:
0.3 0.2 0.1
0.8 0.3 -0.1
1.8 0.1 0.0
-0.1 -0.3 0.0
-0.7 0.6 0.0
-1.3 -0.2 -0.3

Results
Gap between HOMO and LUMO in eV: 11.96
Relative energy (zero: lowest compared OMol25 entry of this formula, charge and spin) in eV: 0.639
Highest occupied orbital energy in eV: -10.896

=====

> Look up the relative energy (zero: lowest compared OMol25 entry of this formula, charge and spin) of the second one.

0.783 eV